Version P
DFT (ωB97M-V/def2-TZVPD) results for one molecule with the formula C4H4S3.

Properties
net charge = 0
frontier orbital gap = 7.23 eV

```
11
C4H4S3 ωB97M-V/def2-TZVPD
S -2.4899 -0.9816 -0.2210
S 3.0335 0.0212 -0.0756
S -1.2290 1.7310 0.1702
C 0.6850 -1.7495 0.3708
C 1.4171 0.4068 -0.2630
C 0.2748 -0.4752 0.0651
C -1.0636 -0.0376 0.0561
H 0.0775 -2.6003 1.0147
H -0.0158 2.1207 0.3331
H 1.6628 -2.0408 0.1691
H 1.3621 1.3236 -0.8684
```

Atom charges from the Mulliken analysis, given in e for atoms 1 to 5: atom 1 (S): -0.1950, atom 2 (S): -0.2394, atom 3 (S): -0.1410, atom 4 (C): -0.7354, atom 5 (C): -0.5248

***

Version Q
DFT (ωB97M-V/def2-TZVPD) results for one molecule with the formula C4H4S3.

Properties
net charge = 0
frontier orbital gap = 7.73 eV

```
11
C4H4S3 ωB97M-V/def2-TZVPD
S -0.6524 -1.3982 0.6463
S -1.7906 -0.3999 -2.2125
S 1.6566 0.5507 0.1563
C -0.5928 0.1020 1.5360
C 0.5002 -0.7383 -0.6330
C 0.4397 0.8886 1.3759
C -0.2767 -0.0629 -1.7922
H 0.2678 0.6562 -2.4051
H 0.6502 1.7495 2.0733
H 1.1391 -1.5276 -1.0357
H -1.3413 0.1797 2.2906
```

Atom charges from the Mulliken analysis, given in e for atoms 1 to 5: atom 1 (S): -0.0474, atom 2 (S): -0.1757, atom 3 (S): -0.0948, atom 4 (C): -0.2839, atom 5 (C): -0.2858

***

Which is the most stable structure? version Q is the most stable.

***

Version P
DFT (ωB97M-V/def2-TZVPD) results for one molecule with the formula C4H6N2.

Properties
net charge = 0
2S+1 = 3
frontier orbital gap (alpha / beta) = 6.08 / 8.77 eV

```
12
C4H6N2 ωB97M-V/def2-TZVPD
N 0.3412 3.7840 -1.0253
N -0.5373 1.5821 -0.3520
C -0.3469 0.2812 0.2938
C 0.5985 -0.5955 -0.1094
C 0.2014 2.6770 -0.7723
C 0.3396 -2.0621 0.4340
H -0.7112 -2.0752 0.9678
H -1.4376 2.0545 -0.3648
H 1.0614 -2.3399 1.1825
H -1.1047 -0.1613 0.8135
H 1.3951 -0.3006 -0.6891
H 0.2007 -2.8444 -0.3789
```

Atom charges from the Mulliken analysis, given in e for atoms 1 to 5: atom 1 (N): -0.3762, atom 2 (N): -0.1786, atom 3 (C): -0.3170, atom 4 (C): -0.3833, atom 5 (C): 0.2859

***

Version Q
DFT (ωB97M-V/def2-TZVPD) results for one molecule with the formula C4H6N2.

Properties
net charge = 0
2S+1 = 3
frontier orbital gap (alpha / beta) = 5.63 / 9.29 eV

```
12
C4H6N2 ωB97M-V/def2-TZVPD
N 0.6516 -0.5618 -1.6708
N 1.3559 0.5370 -1.0694
C -0.0160 0.5840 -0.6414
C 1.3068 -1.5159 0.6582
C -1.0781 1.5694 -0.9465
C 0.8424 -0.4681 -0.2319
H -0.6425 2.4539 -0.3582
H -1.3025 1.7089 -1.9782
H 0.9378 -2.4949 0.3986
H 0.8232 -1.4033 1.6698
H -2.0066 1.1352 -0.5940
H 2.3161 -1.7537 0.7198
```

Atom charges from the Mulliken analysis, given in e for atoms 1 to 5: atom 1 (N): -0.4946, atom 2 (N): -0.4101, atom 3 (C): -0.0688, atom 4 (C): -1.1372, atom 5 (C): -0.9510

***

Which is the most stable structure? version P is the most stable.

***

Version P
DFT (ωB97M-V/def2-TZVPD) results for a 3-piece molecular cluster, C5H13NO2 overall.

Properties
net charge = -1
2S+1 = 2
frontier orbital gap (alpha / beta) = 3.61 / 6.86 eV

```
21
C5H13NO2 ωB97M-V/def2-TZVPD
O -1.6481 1.8197 -2.1303
O -1.0999 -1.7906 1.7326
N 0.0955 -1.1302 -1.8338
C 0.8810 0.4392 -0.1357
C -0.1673 1.9432 1.6289
C 1.9096 -1.7634 -0.4296
C 1.0031 -0.8281 -0.8282
C -0.2302 0.9265 0.5664
H 0.0164 1.5366 2.6605
H -0.8979 1.4192 -1.6420
H 1.7783 0.9992 0.1449
H -1.1127 2.4744 1.8079
H -0.4598 -0.4024 -2.2354
H 0.6249 2.7088 1.6528
H -1.6820 -2.5039 1.5198
H -0.2643 -1.5782 1.3111
H 2.1087 -2.6940 -0.9683
H 0.0599 -2.0473 -2.2389
H -1.1789 0.3987 0.5020
H -2.3534 1.7137 -1.4637
H 2.6171 -1.6409 0.3791
```

Atom charges from the Mulliken analysis, given in e for atoms 1 to 5: atom 1 (O): -0.7705, atom 2 (O): -0.7426, atom 3 (N): -0.3215, atom 4 (C): -0.4449, atom 5 (C): -1.5125

***

Version Q
DFT (ωB97M-V/def2-TZVPD) results for a 3-piece molecular cluster, C5H13NO2 overall.

Properties
net charge = -1
2S+1 = 2
frontier orbital gap (alpha / beta) = 1.93 / 8.17 eV

```
21
C5H13NO2 ωB97M-V/def2-TZVPD
O 1.3633 2.6264 1.5273
O 2.6376 -1.8826 -0.7322
N -0.1785 1.4007 -1.6030
C -0.0813 -1.4991 1.7454
C -2.2179 0.2925 -2.1800
C -1.2384 0.5930 -1.2830
C -0.0989 -0.4279 0.6631
C -1.2067 -0.1761 -0.0023
H 2.7624 -1.0853 -0.2158
H 0.4202 2.8911 1.7299
H 0.9182 -0.1659 0.3891
H 0.6123 1.5121 -1.0096
H -2.2527 -0.4754 0.3639
H 1.4333 2.5245 2.5532
H 2.7523 -2.7434 -0.3236
H 0.8978 -1.4738 2.1996
H -2.9631 -0.4206 -1.8520
H -2.1149 0.5049 -3.2409
H -0.8442 -1.3030 2.5020
H -0.1705 1.7340 -2.5601
H -0.4305 -2.4262 1.3289
```

Atom charges from the Mulliken analysis, given in e for atoms 1 to 5: atom 1 (O): -1.2956, atom 2 (O): -1.5897, atom 3 (N): -0.3805, atom 4 (C): -1.5498, atom 5 (C): -1.1676

***

Which is the most stable structure? version P is the most stable.

***

Version P
DFT (ωB97M-V/def2-TZVPD) results for a 2-piece molecular cluster, C2H2F2O overall.

Properties
net charge = 0
frontier orbital gap (alpha / beta) = 8.83 / 8.83 eV

```
7
C2H2F2O ωB97M-V/def2-TZVPD
F -1.5902 -0.9512 -0.3008
F -1.4526 1.2255 -0.0021
O 2.2085 0.5477 0.1669
C 1.3764 -0.0595 -0.3793
C -0.9707 0.0318 0.3540
H 1.3587 -0.6851 -1.2700
H -0.9301 -0.1093 1.4312
```

Atom charges from the Mulliken analysis, given in e for atoms 1 to 5: atom 1 (F): -0.2042, atom 2 (F): -0.1946, atom 3 (O): -0.3162, atom 4 (C): 0.0811, atom 5 (C): 0.1260

***

Version Q
DFT (ωB97M-V/def2-TZVPD) results for one molecule with the formula C2H2F2O.

Properties
net charge = 0
frontier orbital gap (alpha / beta) = 9.61 / 7.36 eV

```
7
C2H2F2O ωB97M-V/def2-TZVPD
F -2.3174 -0.0243 -0.1972
F -0.8672 -0.3231 -1.7232
O -0.1360 0.0683 0.3767
C 1.1321 0.2262 0.5495
C -1.1145 -0.5569 -0.4519
H 1.3387 0.7211 1.4154
H 1.9644 -0.1112 0.0308
```

Atom charges from the Mulliken analysis, given in e for atoms 1 to 5: atom 1 (F): -0.1780, atom 2 (F): -0.1733, atom 3 (O): -0.2167, atom 4 (C): -0.3346, atom 5 (C): 0.2775

***

Which is the most stable structure? version P is the most stable.

***

Version P
DFT (ωB97M-V/def2-TZVPD) results for one molecule with the formula C4H5IN2O.

Properties
net charge = 0
frontier orbital gap (alpha / beta) = 7.71 / 7.71 eV

```
13
C4H5IN2O ωB97M-V/def2-TZVPD
I -2.2992 0.1458 0.7663
O -0.4608 -1.7247 -0.8281
N 1.3853 -0.7602 -0.1454
N -1.1616 0.9416 2.1399
C 0.7464 -1.8629 -0.3036
C -0.6321 -0.3384 -0.8514
C 0.5542 0.3018 -0.4526
C 0.7599 1.6188 -0.2903
H -0.9747 -0.0437 -1.9019
H 1.6021 2.2037 -0.0340
H 1.1280 -2.8359 -0.0371
H -0.0250 2.2618 -0.6143
H -0.6226 0.0923 2.5526
```

Atom charges from the Mulliken analysis, given in e for atoms 1 to 5: atom 1 (I): 0.3687, atom 2 (O): -0.3336, atom 3 (N): -0.6240, atom 4 (N): -0.6057, atom 5 (C): 0.0278

***

Version Q
DFT (ωB97M-V/def2-TZVPD) results for one molecule with the formula C4H5IN2O.

Properties
net charge = 0
frontier orbital gap (alpha / beta) = 7.81 / 7.89 eV

```
13
C4H5IN2O ωB97M-V/def2-TZVPD
I -3.5289 0.7203 0.0937
O 0.8203 -2.6991 0.1473
N 0.3949 0.6479 -0.7167
N 0.9310 -0.4933 -0.3179
C -1.8160 -0.3377 0.1565
C 0.2407 -1.6484 -0.0132
C -1.2397 -1.4996 0.1372
C 0.9074 1.8218 -0.0888
H 0.1194 2.5733 -0.0846
H 1.8635 -0.4683 0.1093
H -1.6895 -2.4677 0.3266
H 1.7420 2.2066 -0.6841
H 1.2550 1.6442 0.9348
```

Atom charges from the Mulliken analysis, given in e for atoms 1 to 5: atom 1 (I): 0.2106, atom 2 (O): -0.5807, atom 3 (N): -0.4982, atom 4 (N): 0.1347, atom 5 (C): -0.4838

***

Which is the most stable structure? version Q is the most stable.

***

Version P
DFT (ωB97M-V/def2-TZVPD) results for one molecule with the formula C4H5FS2.

Properties
net charge = 0
frontier orbital gap = 8.45 eV

```
12
C4H5FS2 ωB97M-V/def2-TZVPD
S 0.2685 -0.8593 0.0257
S -1.0116 1.7787 -0.1047
F 3.7557 0.7860 0.1248
C -2.4560 -0.4867 -0.0023
C 2.8052 0.0117 -0.2893
C 1.5270 0.3831 0.0923
C -1.1289 0.1900 0.0548
H 3.1228 -1.0682 -0.8353
H -2.8353 -0.4479 0.9933
H -3.2133 -0.0665 -0.5995
H -2.0898 -1.5252 -0.2582
H 1.2557 1.3045 0.7984
```

Atom charges from the Mulliken analysis, given in e for atoms 1 to 5: atom 1 (S): -0.1029, atom 2 (S): -0.3330, atom 3 (F): -0.2029, atom 4 (C): -1.0310, atom 5 (C): -0.0529

***

Version Q
DFT (ωB97M-V/def2-TZVPD) results for C4H5FS2 as an isolated structure.

Properties
net charge = 0
frontier orbital gap = 7.75 eV

```
12
C4H5FS2 ωB97M-V/def2-TZVPD
S 2.5556 -0.7614 -0.1026
S 0.3379 2.2841 0.3055
F -2.2228 -0.3778 -0.6801
C 1.0135 -0.2870 -0.3784
C -0.0362 -1.1356 0.3385
C -1.3965 -1.0356 0.2681
C 0.7126 0.9689 -0.9895
H -2.1607 -1.5746 1.2236
H 0.4125 -1.5514 1.5906
H 1.5473 1.6975 -1.4581
H -0.5151 0.9585 1.4898
H -0.2481 0.8143 -1.6074
```

Atom charges from the Mulliken analysis, given in e for atoms 1 to 5: atom 1 (S): -0.2400, atom 2 (S): -0.1672, atom 3 (F): -0.2185, atom 4 (C): 0.3523, atom 5 (C): -0.3595

***

Which is the most stable structure? version P is the most stable.

***

Version P
DFT (ωB97M-V/def2-TZVPD) results for one molecule with the formula C7H13N3O4.

Properties
net charge = 0
frontier orbital gap = 8.97 eV

```
27
C7H13N3O4 ωB97M-V/def2-TZVPD
O 0.7004 2.8524 -2.8574
O 2.4586 -0.7245 0.2536
O 2.5561 1.6973 -2.5926
O -2.4754 -0.2365 1.0886
N -0.6214 0.7695 -0.1464
N -3.5708 -2.2394 1.0355
N 2.0972 1.4471 -0.0937
C -2.4557 -1.4850 1.0472
C 1.6233 2.5399 -2.1123
C -1.1985 -2.2748 1.2487
C 0.3160 -0.0680 0.6688
C 1.6754 0.1772 0.1805
C 0.0293 -1.6694 0.5637
C 1.7433 2.8120 -0.5904
H -0.8856 0.3654 -1.0300
H 2.4338 3.4964 -0.0621
H -1.1555 -2.2283 2.4141
H -1.2264 -3.3710 1.1142
H 2.2530 1.5469 -3.4705
H -1.5534 1.0300 0.2893
H -4.4239 -1.8211 0.8201
H 0.6324 3.1034 -0.4711
H 0.1761 -1.9695 -0.4848
H 0.8599 -2.0361 1.0950
H 0.1704 0.2234 1.7358
H -3.2660 -3.2031 0.7923
H 3.1076 1.2657 -0.4364
```

Atom charges from the Mulliken analysis, given in e for atoms 1 to 5: atom 1 (O): -0.5840, atom 2 (O): -0.6497, atom 3 (O): -0.4324, atom 4 (O): -0.6761, atom 5 (N): -0.5052

***

Version Q
DFT (ωB97M-V/def2-TZVPD) results for one molecule with the formula C7H13N3O4.

Properties
net charge = 0
frontier orbital gap = 9.98 eV

```
27
C7H13N3O4 ωB97M-V/def2-TZVPD
O 0.4468 -2.8707 1.4194
O -1.2292 4.0966 -0.5096
O -2.4928 0.6871 2.0886
O -2.4068 -1.5106 1.8837
N 1.2060 -1.8027 -1.8564
N 0.7146 3.3438 -1.3028
N -0.1458 -1.1400 0.1398
C 1.1693 -2.8992 -0.8588
C -0.4001 -0.2580 1.2817
C -0.7088 1.7022 -0.1838
C -1.8527 -0.3033 1.7521
C -0.4639 3.1505 -0.6478
C 0.4582 -2.3183 0.3665
C 0.0540 1.1448 0.9563
H -0.3945 1.2442 -1.1167
H 0.9055 4.3033 -1.6123
H -0.0166 1.8348 1.8079
H 1.1434 1.0594 0.8458
H 2.1020 -1.3708 -2.0318
H -1.7017 -2.1411 1.5732
H 1.5390 2.8823 -0.9822
H 0.2077 -0.6458 2.1235
H 0.6836 -2.0300 -2.7009
H 0.1740 -0.7262 -0.6856
H 0.6075 -3.7983 -1.2366
H -1.7822 1.6675 0.0315
H 2.1836 -3.3019 -0.5448
```

Atom charges from the Mulliken analysis, given in e for atoms 1 to 5: atom 1 (O): -0.6452, atom 2 (O): -0.6077, atom 3 (O): -0.5905, atom 4 (O): -0.5138, atom 5 (N): -0.5756

***

Which is the most stable structure? version Q is the most stable.

***

Version P
DFT (ωB97M-V/def2-TZVPD) results for one molecule with the formula C20H20N2O4.

Properties
net charge = 0
frontier orbital gap = 8.14 eV

```
46
C20H20N2O4 ωB97M-V/def2-TZVPD
O -2.1421 -0.9942 0.9219
O 2.5848 -2.6502 -0.2639
O 1.0241 -0.7426 2.5532
O 1.4909 1.7706 0.1052
N 0.4686 -0.8586 0.3633
N 1.7284 -0.5167 -0.0754
C -3.9349 -0.5875 -2.4748
C -3.1185 2.9290 -0.0343
C 4.5771 1.6886 -0.5611
C 2.1837 0.8098 -0.0844
C 5.8805 1.2901 -0.8420
C -6.3715 -1.8743 -0.9691
C -5.6451 -0.5890 -0.5913
C -2.4384 0.3277 0.6447
C -1.7844 1.3981 1.2386
C -3.4426 0.5496 -0.3067
C 2.7452 -1.4613 -0.2723
C 3.9612 -0.6514 -0.5076
C 3.6265 0.7027 -0.3947
C 0.1961 -0.9208 1.6944
C 6.2120 -0.0514 -0.9536
C -2.1260 2.6952 0.8974
C 5.2528 -1.0460 -0.7889
C -3.7656 1.8589 -0.6271
C -1.2630 -1.2739 1.9793
C -4.1539 -0.6125 -0.9603
H -3.7231 -1.5361 -0.5646
H -0.9960 1.2403 1.9573
H -3.3869 3.9395 -0.3031
H -1.5675 -0.7830 2.9117
H -4.5392 2.0463 -1.3561
H -4.4361 0.2653 -2.9260
H -0.2621 -1.0016 -0.3227
H 5.5036 -2.0918 -0.8722
H -5.8852 -2.7348 -0.5144
H -1.3187 -2.3579 2.1269
H 6.6471 2.0389 -0.9726
H -6.1300 0.2584 -1.0795
H -6.3853 -2.0154 -2.0467
H 7.2325 -0.3297 -1.1695
H -2.8727 -0.5161 -2.7002
H -1.6031 3.5169 1.3611
H -5.7281 -0.4393 0.4880
H -7.4012 -1.8395 -0.6201
H -4.3190 -1.4951 -2.9327
H 4.3119 2.7303 -0.4708
```

Atom charges from the Mulliken analysis, given in e for atoms 1 to 5: atom 1 (O): -0.5376, atom 2 (O): -0.6155, atom 3 (O): -0.6632, atom 4 (O): -0.5895, atom 5 (N): -0.0651

***

Version Q
DFT (ωB97M-V/def2-TZVPD) results for one molecule with the formula C20H20N2O4.

Properties
net charge = 0
frontier orbital gap = 8.52 eV

```
46
C20H20N2O4 ωB97M-V/def2-TZVPD
O -0.5837 -2.8273 -1.5979
O -2.4728 -0.1039 2.7280
O 4.0818 0.3366 1.8229
O 5.2934 -0.3916 0.0019
N -2.9877 -0.0987 0.5065
N -0.0997 -1.4366 0.1435
C 1.2779 -1.2273 0.0136
C -2.6426 -0.6810 1.6764
C -3.1260 -1.0295 -0.5886
C -2.5017 -2.1773 1.4183
C 1.5217 1.9977 -0.7642
C 0.8386 2.5311 0.3157
C -3.4161 1.2745 0.4216
C -0.5685 1.4325 -1.7907
C 2.0069 -1.6719 -1.0809
C 1.9006 -0.5358 1.0634
C 3.3765 -1.4404 -1.1757
C -2.7687 2.0445 -0.7346
C -2.3642 -2.2745 -0.0995
C -0.5442 2.5271 0.3343
C -0.9166 -2.2213 -0.6029
C -1.2646 1.9884 -0.7255
C 5.3656 0.2851 1.2372
C 3.2481 -0.3148 0.9548
C 0.8152 1.4383 -1.8134
C 3.9794 -0.7578 -0.1491
H -0.5058 -0.9519 0.9315
H -4.5081 1.3123 0.3061
H 1.3433 -0.1836 1.9161
H -1.1102 1.0073 -2.6246
H -3.0901 3.0857 -0.6494
H 1.3406 1.0102 -2.6535
H 6.0567 -0.2473 1.9107
H -4.1849 -1.2569 -0.7739
H 5.7375 1.3099 1.0757
H 3.9422 -1.7825 -2.0254
H -1.0697 2.9598 1.1731
H 2.6005 2.0172 -0.7892
H -2.6912 -0.6249 -1.5044
H -3.4234 -2.6565 1.7573
H 1.3857 2.9596 1.1424
H -1.6757 -2.6189 1.9736
H 1.5012 -2.2077 -1.8656
H -2.7994 -3.1868 -0.5107
H -3.1442 1.6619 -1.6857
H -3.1539 1.7269 1.3812
```

Atom charges from the Mulliken analysis, given in e for atoms 1 to 5: atom 1 (O): -0.7103, atom 2 (O): -0.6829, atom 3 (O): -0.5228, atom 4 (O): -0.5040, atom 5 (N): 0.3633

***

Which is the most stable structure? version Q is the most stable.